Density functional theory data (ωB97M-V/def2-TZVPD) for a molecular structure, C62H156LiN14O18 in a non-equilibrium geometry.

XYZ file:
```
251
Properties=species:S:1:pos:R:3:forces:R:3
Li -1.9479 -1.9096 -3.4209 0.302 -0.322 0.112
C -0.5109 -1.2604 0.6245 -0.591 -0.411 -2.810
C -0.9645 -1.3196 -0.7679 0.212 0.464 0.855
C -0.7433 -0.0375 -1.6958 -0.178 -1.474 -0.475
O -0.9878 -0.1127 -2.9097 0.397 -0.003 2.159
C -0.2341 1.1438 -1.0322 -2.102 -0.920 -4.566
C 0.1059 1.1141 0.2360 3.653 3.224 5.176
C 0.0693 -0.1279 1.1636 -0.359 0.665 1.787
O 0.4020 -0.0810 2.3887 -0.091 0.558 -2.241
O 0.6621 2.2567 0.5912 -1.165 -2.921 0.232
O -1.5409 -2.2857 -1.2885 0.814 0.684 -0.540
H -0.6035 -2.1439 1.2386 -0.133 -0.076 -0.001
H -0.2598 2.0854 -1.5607 0.252 0.044 -0.050
C 1.7597 3.5792 3.5210 0.109 0.757 0.237
C 0.6447 4.6728 3.2774 3.093 -1.629 1.522
C 1.1594 5.6856 2.2821 -1.080 0.899 0.859
O 2.1995 6.5157 2.7653 0.234 0.263 -0.324
C 2.3261 7.6398 1.8874 0.501 -0.738 -0.843
N -0.4632 4.0150 2.7246 -2.243 0.088 -1.365
H 2.1488 3.2961 2.5430 0.205 -0.145 0.141
H 1.3854 2.6801 4.0104 0.028 0.284 -0.299
H 2.5486 3.9108 4.1962 0.327 0.301 -0.303
H 0.4836 5.1291 4.2542 -0.578 0.290 -0.157
H 0.3279 6.3715 2.1203 -0.460 -0.158 -0.503
H 1.4034 5.1683 1.3542 0.297 -0.006 -0.307
H 3.3491 7.7232 1.5204 0.301 0.153 0.530
H 1.9860 8.6041 2.2652 -0.108 -0.230 0.460
H 1.7993 7.4166 0.9597 -0.378 0.214 -0.043
H -0.1513 3.5162 1.9036 0.054 -0.046 -0.267
H -0.9091 3.2917 3.2706 0.128 0.169 0.673
C 0.4562 -3.9819 3.4446 0.163 -0.316 0.763
C 1.9823 -3.7841 3.2261 -1.126 0.208 -0.307
C 2.6382 -5.0439 2.6662 0.872 -0.085 -0.437
O 2.7410 -6.0252 3.6448 -0.479 -0.995 1.376
C 3.0366 -7.3315 3.1497 -0.725 0.735 0.140
N 2.1669 -2.6472 2.2962 0.803 -1.366 -0.243
H -0.0638 -4.6450 2.7531 0.437 -0.206 -0.321
H -0.0797 -3.0349 3.3791 0.163 0.233 0.181
H 0.2656 -4.3935 4.4357 -0.072 -0.055 0.085
H 2.4672 -3.5799 4.1807 -0.055 0.151 -0.007
H 3.6689 -4.9195 2.3341 0.209 0.938 -0.367
H 2.1141 -5.4248 1.7896 -0.537 -0.026 -0.213
H 3.9776 -7.3315 2.5995 0.024 -0.110 -0.189
H 2.1864 -7.6328 2.5378 0.182 -0.226 -0.496
H 3.0743 -8.0451 3.9728 0.192 0.351 0.178
H 1.5353 -1.8792 2.4738 -0.385 -0.090 0.361
H 1.8962 -3.0433 1.4074 -0.029 0.326 -0.557
C -5.4624 -1.0003 3.8444 -1.022 -0.208 0.023
C -3.9804 -0.7588 4.0982 -0.519 -0.113 -0.096
C -3.4064 -1.9942 4.8560 0.465 1.735 -0.602
O -3.9657 -2.0819 6.1227 -1.041 -0.488 1.611
C -3.4898 -1.1675 7.1073 0.440 0.728 -0.782
N -3.3222 -0.4693 2.8473 0.662 -0.933 -1.278
H -5.9526 -0.1941 3.2985 0.269 0.290 -0.017
H -6.0320 -1.1334 4.7641 0.252 0.259 0.333
H -5.7336 -1.9005 3.2928 0.651 -0.243 -0.335
H -3.9491 0.1838 4.6447 0.227 -0.288 1.060
H -2.3205 -1.9499 4.9397 0.453 0.235 -0.090
H -3.6138 -2.8895 4.2698 -0.360 -0.120 0.194
H -3.5335 -0.1365 6.7562 0.245 0.162 -0.509
H -2.4507 -1.3768 7.3614 0.077 -0.119 0.142
H -4.0809 -1.0586 8.0166 -0.364 -1.155 -0.125
H -2.3200 -0.3493 2.8836 0.267 -0.210 0.596
H -3.6622 0.4064 2.4763 -0.445 -0.122 0.060
C -6.1851 -1.3860 -3.5114 -0.247 -0.829 -0.412
C -4.8447 -2.0615 -3.2499 0.271 -0.007 0.466
C -4.4845 -3.2459 -4.2060 -0.179 2.135 -0.372
O -3.0799 -3.5465 -4.1212 -0.718 -0.712 0.453
C -2.8183 -4.8884 -4.5652 -0.163 0.511 0.176
N -3.7946 -1.0424 -3.4045 0.261 -0.215 -0.186
H -6.9679 -2.1424 -3.4559 -0.318 0.145 -0.304
H -6.1458 -0.8999 -4.4862 -0.293 -0.218 -0.278
H -6.4591 -0.5940 -2.8145 0.415 -0.167 0.347
H -4.8645 -2.4428 -2.2289 0.394 0.063 0.188
H -4.6354 -2.8403 -5.2064 -0.131 -0.053 -0.458
H -5.2068 -4.0578 -4.1210 0.510 -0.473 0.478
H -1.7446 -5.0761 -4.5789 -0.051 0.226 0.161
H -3.2072 -5.0140 -5.5756 -0.045 -0.125 -0.100
H -3.3093 -5.5797 -3.8803 0.032 -0.193 -0.061
H -3.9152 -0.2819 -2.7508 0.038 -0.086 0.497
H -4.0138 -0.5665 -4.2679 0.356 0.125 -0.653
C 5.1184 2.8259 -1.5450 0.814 0.322 1.010
C 4.8407 2.3004 -0.1418 -0.184 0.939 0.456
C 4.5208 3.4112 0.9067 2.314 0.297 -0.377
O 5.7453 4.2700 1.1044 -1.800 -2.487 -2.487
C 5.4956 5.3514 1.9008 -0.055 0.208 0.884
N 3.7455 1.3542 -0.1683 0.220 -0.605 0.000
H 5.6546 2.0963 -2.1520 -0.703 -0.321 -0.206
H 5.8442 3.6377 -1.4962 -0.271 0.416 0.095
H 4.1611 3.1683 -1.9377 0.246 -0.075 -0.532
H 5.6705 1.7497 0.3012 0.367 0.032 -0.346
H 4.2774 2.9463 1.8621 0.053 -0.108 0.144
H 3.6404 3.9735 0.5957 0.051 0.573 -0.173
H 5.4905 4.9277 2.9051 -0.203 0.858 0.712
H 4.5413 5.8255 1.6714 -0.135 0.147 0.128
H 6.3060 6.0661 1.7574 0.006 0.057 0.231
H 3.7751 0.9851 0.7713 -0.687 -0.843 0.335
H 2.8314 1.7677 -0.2851 -0.040 0.520 -0.068
C 3.8405 -1.1956 4.6145 0.941 0.601 0.215
C 4.0133 0.1694 3.8651 -0.104 -1.786 -0.783
C 5.5306 0.5245 3.6868 -0.356 0.841 1.170
O 6.1934 0.7196 4.9639 0.688 -0.882 -0.838
C 5.7174 1.7516 5.7625 -0.839 0.181 0.518
N 3.3358 0.0208 2.5382 0.618 1.337 0.700
H 4.2411 -1.9837 3.9769 0.228 -0.003 0.005
H 2.8356 -1.5287 4.8738 -0.227 0.644 -0.246
H 4.4028 -1.1796 5.5482 0.161 -0.090 0.049
H 3.5097 0.9587 4.4233 0.114 0.131 -0.080
H 5.7170 1.4511 3.1441 -0.711 0.342 -0.294
H 6.1070 -0.1983 3.1094 -0.224 -0.524 0.427
H 6.3469 1.9324 6.6338 0.342 -0.523 -0.118
H 4.7361 1.4651 6.1405 -0.286 0.283 0.244
H 5.6327 2.7355 5.3011 -0.041 0.048 -0.667
H 2.4116 0.4148 2.6415 -0.171 0.213 -0.156
H 3.1564 -0.9479 2.3156 0.506 -0.284 0.118
C -1.0885 3.3523 -4.2026 0.862 0.661 -1.671
C -1.7078 2.5948 -5.4129 1.154 0.704 1.482
C -0.7199 2.0384 -6.4622 -0.418 -0.675 -0.299
O -0.1065 3.0024 -7.3022 0.029 1.448 0.443
C 0.9813 2.6227 -8.1491 -0.612 -0.806 0.990
N -2.4172 1.5039 -4.7432 -0.656 -0.745 -1.761
H -0.3581 4.0630 -4.5892 -0.086 0.564 0.217
H -0.5027 2.6776 -3.5783 -0.258 -0.222 0.030
H -1.8688 3.8545 -3.6307 0.129 -0.009 0.052
H -2.3323 3.2667 -6.0015 -0.501 -0.054 0.334
H -1.3896 1.4378 -7.0778 0.077 -0.437 -0.280
H -0.0077 1.3491 -6.0088 0.302 0.124 0.143
H 1.9280 2.6233 -7.6088 0.053 -0.191 0.233
H 1.1289 3.3168 -8.9764 -0.630 0.024 0.059
H 0.7593 1.6097 -8.4846 0.341 -0.079 -0.498
H -1.7294 0.9832 -4.2179 -0.195 0.051 0.065
H -3.0891 1.8688 -4.0832 0.010 0.167 0.153
C -2.8270 6.7423 -0.1801 0.219 0.045 -0.384
C -1.8325 5.8639 -0.9532 -1.808 0.006 -0.482
C -0.5578 6.5728 -1.3480 -1.071 -0.121 -1.498
O -0.8975 7.4181 -2.4834 -0.944 -0.371 1.582
C 0.1337 8.0453 -3.1481 1.918 -0.234 0.045
N -1.5612 4.6698 -0.1872 0.358 0.188 0.922
H -2.2969 7.0481 0.7219 -0.434 0.294 0.302
H -3.7734 6.2454 0.0333 0.293 -0.548 0.402
H -3.1921 7.5991 -0.7463 0.665 0.251 -0.108
H -2.3983 5.4806 -1.8023 0.409 0.526 -0.816
H 0.1105 5.7594 -1.6306 0.554 0.178 -0.509
H -0.1433 7.0306 -0.4498 0.174 0.791 -0.182
H 0.7294 8.7086 -2.5210 -0.070 0.243 0.400
H -0.1396 8.6388 -4.0205 -0.741 -0.307 0.131
H 0.8334 7.2732 -3.4681 0.336 -0.075 -0.433
H -0.6064 4.3756 -0.3354 0.281 -0.319 -0.117
H -1.5669 4.9588 0.7806 0.040 -0.439 0.656
C 0.8522 0.2453 6.1460 -1.463 -0.245 -0.196
C -0.5578 0.8466 5.9466 0.401 1.004 0.088
C -0.8912 1.9238 7.0535 0.862 -0.497 -0.848
O -1.1646 1.2814 8.2980 -0.128 0.245 -0.934
C -2.3012 1.7760 8.9458 -0.595 -0.216 0.038
N -0.6654 1.3918 4.5820 0.047 0.753 0.214
H 0.9153 -0.4580 5.3157 0.466 -0.399 0.257
H 0.8795 -0.2490 7.1171 0.442 -0.092 -0.073
H 1.6510 0.9749 6.0132 -0.079 0.168 0.248
H -1.3154 0.0631 5.9331 0.067 -0.078 0.685
H -1.6078 2.6648 6.6994 -1.023 -0.572 0.117
H -0.0483 2.5986 7.2029 0.717 -0.246 -0.002
H -3.1684 1.8644 8.2914 -0.073 -0.119 -0.452
H -2.1650 2.7782 9.3522 0.259 0.002 0.406
H -2.5817 1.0325 9.6919 0.165 0.317 0.339
H 0.1508 1.9587 4.4012 -0.205 0.558 0.496
H -0.4052 0.6851 3.9089 -0.533 -0.756 -0.038
C 4.1951 -0.3607 -4.7452 0.571 0.302 0.035
C 3.1628 0.2981 -3.8069 -0.008 -1.113 -1.531
C 2.5009 1.5253 -4.4132 1.032 0.983 0.008
O 3.3924 2.6490 -4.3962 -0.611 -1.131 0.650
C 2.8741 3.7968 -5.0291 0.739 -0.014 0.318
N 2.0738 -0.7050 -3.5911 0.753 1.004 0.549
H 5.0359 0.3208 -4.8739 0.128 -0.050 -0.057
H 3.8603 -0.6602 -5.7384 -0.747 0.667 -0.138
H 4.5899 -1.3272 -4.4318 0.040 0.136 0.900
H 3.6031 0.5700 -2.8475 0.226 0.155 -0.057
H 1.6413 1.7589 -3.7850 -0.446 0.184 0.014
H 2.1871 1.3984 -5.4493 -0.267 -0.498 -0.096
H 3.0307 3.6728 -6.1006 -0.020 0.547 -0.141
H 3.4677 4.5840 -4.5642 0.030 0.371 -0.656
H 1.8304 4.0443 -4.8355 -0.240 -0.448 0.151
H 2.3713 -1.1443 -2.7318 -0.116 -0.614 0.268
H 1.2930 -0.1379 -3.2931 -0.541 -0.079 0.068
C -4.4803 0.5680 -0.2215 -0.463 -0.603 1.861
C -4.1006 2.0295 -0.0943 -0.503 -0.808 -1.663
C -3.5999 2.5005 1.2639 -1.132 -0.719 0.384
O -4.5332 2.0582 2.2917 -0.640 0.483 -1.475
C -4.3103 2.7070 3.4940 0.600 0.799 1.095
N -3.2103 2.2917 -1.2237 0.505 0.251 0.019
H -4.6533 0.1600 -1.2173 -0.014 0.611 0.094
H -5.4018 0.4922 0.3558 -0.221 -0.525 -0.115
H -3.8077 -0.1036 0.3122 0.331 -0.076 -0.178
H -5.0423 2.5136 -0.3532 0.041 0.696 0.398
H -3.5318 3.5843 1.1703 0.165 0.071 0.626
H -2.6673 2.0461 1.5984 0.665 0.214 -0.554
H -4.4985 3.7797 3.4499 0.052 0.272 -0.345
H -3.2749 2.5643 3.8033 0.299 0.019 0.200
H -4.9362 2.3686 4.3197 -0.266 -0.587 -0.391
H -2.3963 1.7113 -1.0806 0.079 -0.383 -0.102
H -2.7936 3.2088 -1.1504 -0.072 0.567 0.128
C -4.1578 -5.1399 -0.4622 0.101 -0.209 0.260
C -3.8295 -4.2510 0.7675 1.006 -2.046 -0.764
C -2.5039 -4.6947 1.4755 -0.875 -0.768 1.251
O -2.5097 -6.0143 2.1260 -0.159 0.583 -1.033
C -3.3331 -6.1444 3.2871 0.762 0.680 -0.305
N -3.7112 -2.8861 0.3598 -0.642 0.358 0.175
H -5.1296 -4.8669 -0.8735 -0.034 0.121 0.009
H -4.1970 -6.2003 -0.2132 -0.107 -0.020 0.373
H -3.4313 -5.1090 -1.2742 0.291 0.524 0.011
H -4.6631 -4.4472 1.4418 -0.017 0.537 0.289
H -2.2686 -3.9509 2.2368 -0.273 0.265 0.433
H -1.6247 -4.6264 0.8348 -0.168 -0.549 -0.510
H -2.9033 -5.5200 4.0704 -0.139 0.211 0.283
H -3.2821 -7.1723 3.6462 -0.046 -0.015 -0.341
H -4.3656 -5.8407 3.1144 -0.092 -0.113 -0.042
H -2.9372 -2.7974 -0.2830 -0.034 -0.076 -0.097
H -3.4894 -2.3185 1.1652 -0.116 0.510 0.262
C 0.6534 -6.5048 -1.4238 1.017 -0.109 0.287
C 1.6836 -5.3465 -1.4714 -1.028 -1.831 0.845
C 2.9787 -5.7924 -2.0302 2.329 -1.568 0.840
O 3.6915 -6.8115 -1.1898 -1.398 1.890 -0.563
C 5.0281 -6.9141 -1.6467 -0.805 -0.902 0.531
N 1.1385 -4.2187 -2.1998 -0.013 -0.408 0.135
H 0.5872 -6.9642 -2.4101 -0.347 0.126 -0.079
H -0.3225 -6.2744 -0.9964 -0.061 0.426 -0.311
H 1.0548 -7.2706 -0.7601 0.137 -0.103 -0.012
H 1.8780 -5.0308 -0.4464 0.182 -0.173 0.362
H 3.6484 -4.9331 -1.9992 0.119 0.246 -0.546
H 2.9614 -6.2741 -3.0078 -0.436 0.510 -0.382
H 5.5070 -5.9450 -1.7864 0.119 0.031 0.090
H 5.0198 -7.4896 -2.5724 0.373 0.069 -0.295
H 5.4925 -7.5127 -0.8630 0.506 0.173 -0.218
H 1.8136 -3.4780 -2.0738 -0.030 0.577 -0.106
H 0.3751 -4.0400 -1.5632 -0.709 1.065 -0.468
C -0.4531 -1.3066 -6.4195 1.045 0.572 -1.821
C -0.2298 -2.6394 -5.8190 0.919 -0.314 0.999
C 1.0366 -3.3475 -6.3606 -1.395 -0.459 -1.148
O 0.7068 -3.6631 -7.7365 1.409 0.322 0.494
C 1.7505 -4.3730 -8.4506 -2.055 -0.187 0.786
N -0.1132 -2.4395 -4.3702 -0.490 -1.078 0.304
H -0.6208 -1.4373 -7.4885 -0.678 0.145 -0.064
H 0.5344 -0.8472 -6.4643 0.137 0.582 0.464
H -1.1598 -0.6182 -5.9562 -0.151 -0.456 0.045
H -1.0604 -3.3090 -6.0425 -0.087 -0.081 0.167
H 1.1680 -4.2729 -5.7997 -0.027 -0.365 0.113
H 1.9838 -2.8175 -6.2608 -0.078 0.610 -0.116
H 1.9625 -5.2689 -7.8671 0.584 -0.071 0.011
H 2.6373 -3.7808 -8.6766 -0.088 0.056 0.017
H 1.1861 -4.7150 -9.3181 0.654 0.122 -0.416
H 0.6789 -1.8533 -4.1487 0.118 0.753 -0.594
H 0.2560 -3.2924 -3.9748 -0.385 -0.750 0.388
```
Forces are in eV/Å.

Computed properties:
- E_tot: -124735.4542 eV
- LUMO level (spin up / spin down): -1.7 / -3.7 eV
- Multiplicity: 2
- HOMO energy (spin up / spin down): -0.314 / -0.313 hartree
- Expectation value of S²: 0.79
- Max |F|: 7.108 eV Å⁻¹
- Net charge: 0
- Frontier orbital gap (spin up / spin down): 6.82 / 4.86 eV

Atomic partial charges in e from the Löwdin method, atoms 1 to 99: number 1, Li, carries 0.567; number 2, C, carries 0.058; number 3, C, carries -0.278; number 4, C, carries -0.242; number 5, O, carries -0.012; number 6, C, carries 0.064; number 7, C, carries -0.239; number 8, C, carries -0.318; number 9, O, carries -0.053; number 10, O, carries 0.034; number 11, O, carries -0.041; number 12, H, carries 0.101; number 13, H, carries 0.125; number 14, C, carries -0.030; number 15, C, carries -0.403; number 16, C, carries -0.231; number 17, O, carries -0.165; number 18, C, carries -0.094; number 19, N, carries 0.059; number 20, H, carries 0.054; number 21, H, carries 0.034; number 22, H, carries 0.081; number 23, H, carries 0.146; number 24, H, carries 0.115; number 25, H, carries 0.120; number 26, H, carries 0.075; number 27, H, carries 0.092; number 28, H, carries 0.062; number 29, H, carries 0.030; number 30, H, carries 0.046; number 31, C, carries -0.034; number 32, C, carries -0.360; number 33, C, carries -0.232; number 34, O, carries -0.186; number 35, C, carries -0.079; number 36, N, carries 0.049; number 37, H, carries 0.062; number 38, H, carries 0.054; number 39, H, carries 0.082; number 40, H, carries 0.118; number 41, H, carries 0.129; number 42, H, carries 0.105; number 43, H, carries 0.086; number 44, H, carries 0.085; number 45, H, carries 0.087; number 46, H, carries 0.028; number 47, H, carries 0.067; number 48, C, carries -0.050; number 49, C, carries -0.407; number 50, C, carries -0.194; number 51, O, carries -0.171; number 52, C, carries -0.091; number 53, N, carries 0.079; number 54, H, carries 0.071; number 55, H, carries 0.078; number 56, H, carries 0.075; number 57, H, carries 0.107; number 58, H, carries 0.111; number 59, H, carries 0.115; number 60, H, carries 0.065; number 61, H, carries 0.089; number 62, H, carries 0.091; number 63, H, carries 0.056; number 64, H, carries 0.023; number 65, C, carries -0.049; number 66, C, carries -0.394; number 67, C, carries -0.161; number 68, O, carries -0.263; number 69, C, carries -0.072; number 70, N, carries 0.005; number 71, H, carries 0.083; number 72, H, carries 0.083; number 73, H, carries 0.078; number 74, H, carries 0.123; number 75, H, carries 0.126; number 76, H, carries 0.131; number 77, H, carries 0.087; number 78, H, carries 0.095; number 79, H, carries 0.088; number 80, H, carries 0.044; number 81, H, carries 0.070; number 82, C, carries -0.051; number 83, C, carries -0.432; number 84, C, carries -0.126; number 85, O, carries -0.193; number 86, C, carries -0.147; number 87, N, carries 0.050; number 88, H, carries 0.077; number 89, H, carries 0.074; number 90, H, carries 0.071; number 91, H, carries 0.137; number 92, H, carries 0.092; number 93, H, carries 0.112; number 94, H, carries 0.087; number 95, H, carries 0.060; number 96, H, carries 0.092; number 97, H, carries 0.011; number 98, H, carries 0.041; number 99, C, carries -0.052